C24H33Br2F9N4O5 as an isolated structure. Source: the Open Molecules 2025 dataset; level of theory: wB97M-V/def2-TZVPD.

Cartesian coordinates (Å):
C 2.511 0.647 4.393
C 1.714 1.909 4.028
C 1.905 2.356 2.590
F 3.149 2.879 2.467
N 1.638 1.252 1.611
C 0.451 0.646 1.821
C 0.003 -0.394 1.065
C -1.341 -0.981 1.386
C -2.477 -0.013 1.015
O -3.522 -0.779 0.452
C -4.745 -0.099 0.331
C -5.867 -0.859 1.058
F -5.393 -1.852 1.837
F -6.475 0.032 1.892
C -6.994 -1.420 0.163
F -7.349 -0.499 -0.744
F -8.062 -1.620 0.963
C -6.701 -2.796 -0.528
F -7.413 -2.803 -1.677
F -7.143 -3.796 0.240
C -5.237 -3.062 -0.919
F -5.197 -4.289 -1.477
F -4.883 -2.159 -1.858
C 0.816 -0.844 0.024
C 0.318 -1.935 -0.885
O -0.706 -1.760 -1.494
O 1.088 -3.050 -0.977
Br 0.556 -4.298 0.243
C 2.033 -0.223 -0.200
O 2.790 -0.599 -1.227
C 3.994 -1.408 -0.900
C 3.902 -2.803 -1.511
C 5.233 -3.079 -2.204
O 3.782 -3.760 -0.428
C 2.436 0.861 0.590
C 3.695 1.588 0.234
C 3.305 2.943 -0.399
C 2.737 2.758 -1.819
C 1.223 2.550 -1.857
N 0.504 3.731 -2.374
C -0.889 3.581 -2.159
N -1.397 4.019 -1.078
N -1.565 2.938 -3.209
H 3.012 0.805 5.344
H 1.840 -0.194 4.554
H 3.263 0.395 3.650
H 2.101 2.750 4.603
H 0.663 1.836 4.287
H 1.182 3.145 2.370
H -0.172 1.020 2.615
H -1.519 -1.893 0.823
H -1.402 -1.249 2.439
H -2.115 0.707 0.275
H -2.818 0.510 1.913
H -4.722 0.915 0.728
H -4.991 -0.012 -0.727
H -4.541 -3.053 -0.084
H 4.834 -0.858 -1.316
H 4.090 -1.450 0.186
H 3.032 -2.876 -2.201
H 5.419 -4.149 -2.210
H 6.037 -2.628 -1.604
H 5.266 -2.673 -3.209
H 4.565 -3.665 0.124
H 4.353 1.713 1.085
H 4.240 1.043 -0.526
H 2.543 3.435 0.207
H 4.164 3.610 -0.430
H 3.030 3.576 -2.472
H 3.184 1.859 -2.246
H 0.979 1.699 -2.494
H 0.824 2.329 -0.857
H 0.762 4.510 -1.773
H -2.400 3.853 -1.050
H -2.565 3.024 -3.079
H -1.353 1.949 -3.271
Br 2.788 -3.494 -4.133

Properties
Net charge: 0
HOMO-LUMO gap: 0.1443 Ha
Spin multiplicity: 1

Results of the Mulliken charge analysis, in e, for atoms 1 through 6: number 1, C, carries -1.07; number 2, C, carries -0.62; number 3, C, carries -0.30; number 4, F, carries -0.33; number 5, N, carries 0.68; number 6, C, carries -0.25